Entry 1:
# C10H15NO2

2 unconnected molecules or ions with the total composition C10H15NO2 in a non-equilibrium geometry (ωB97M-V/def2-TZVPD, the OMol25 dataset).

```
28
Properties=species:S:1:pos:R:3
C -1.6496 0.8369 2.3690
C 1.7130 -0.9387 2.1118
C 0.4074 -0.5340 2.5335
C 2.2758 -0.3030 0.9684
C -0.2494 0.5111 1.8999
C 1.5667 0.6201 0.2701
C 0.3263 1.1594 0.8002
O 3.4729 -0.8597 0.5133
H 2.2973 -1.6239 2.7169
H -0.1015 -0.9768 3.3790
H 4.2516 -0.5660 0.9826
H 1.9879 1.0911 -0.6071
H -1.5726 1.5653 3.2029
H -2.2365 0.0195 2.7802
H -0.0615 2.0885 0.3864
H -2.1523 1.4647 1.6256
C -0.4959 -1.0483 -2.4138
C 0.0323 0.2287 -3.1008
C -1.7880 -0.9503 -1.6516
O -2.5178 -1.9236 -1.5188
N -1.9487 0.2102 -0.9862
H -0.4439 -1.8504 -3.1394
H 0.2810 -1.3674 -1.7084
H -0.7112 1.0134 -3.0897
H -2.7590 0.6501 -0.5947
H -1.1086 0.7742 -0.9335
H 0.2545 0.0924 -4.1629
H 0.9296 0.6164 -2.6329
```

Calculated values
Lowest unoccupied orbital energy (spin up / spin down) (eV): 3.6 / 3.6
E_HOMO (spin up / spin down) (eV): 0.4 / -3.6
Charge: -1
⟨S²⟩: 0.7611
Spin multiplicity: 2
Kohn-Sham gap (spin up / spin down) (eV): 3.23 / 7.20
ΔE to the lowest compared entry with this formula, charge and spin (eV): 0.8544

natural (NBO) charges in e: C -0.621; C -0.455; C -0.286; C 0.269; C -0.048; C -0.368; C -0.465; O -0.743; H 0.179; H 0.174; H 0.462; H 0.182; H 0.188; H 0.209; H 0.172; H 0.185; C -0.524; C -0.621; C 0.675; O -0.644; N -0.837; H 0.222; H 0.260; H 0.203; H 0.399; H 0.413; H 0.196; H 0.222


Entry 2:
# C32H50F9GeN4O4PTi

A molecular structure, C32H50F9GeN4O4PTi (ωB97M-V/def2-TZVPD, the OMol25 dataset).

```
102
Properties=species:S:1:pos:R:3
Ti -0.6667 0.9000 0.3071
C 1.1505 2.8152 -2.7074
C 0.6877 1.3892 -2.9121
N -0.5038 0.9991 -2.1152
C -1.7446 1.5338 -2.7193
C -2.8989 1.3647 -1.7573
N -2.4765 1.9665 -0.4757
C -3.6340 2.2344 0.4160
C -3.2823 3.1610 1.5926
C -1.8722 3.7290 1.5889
N -0.8738 2.6628 1.8115
C 0.4485 3.1846 2.1723
C 1.1385 3.6999 0.9277
N 0.6942 2.9264 -0.2586
C 1.7002 3.0995 -1.3290
H 0.3567 3.5332 -2.9410
H 1.9376 3.0163 -3.4373
H 1.4882 0.6975 -2.6462
H 0.4663 1.2283 -3.9732
H -0.5351 -0.0041 -2.2854
H -1.9539 1.0435 -3.6743
H -1.6061 2.5972 -2.9346
H -3.1429 0.3141 -1.5871
H -3.7904 1.8667 -2.1439
H -2.1141 2.8878 -0.7229
H -4.0165 1.2770 0.7610
H -4.4192 2.6922 -0.1913
H -3.4256 2.6338 2.5359
H -3.9821 3.9963 1.6101
H -1.7938 4.4708 2.3901
H -1.6383 4.2729 0.6663
H -1.2099 2.1495 2.6149
H 1.0185 2.3591 2.5958
H 0.3767 3.9658 2.9351
H 2.2164 3.5805 1.0325
H 0.9466 4.7641 0.7632
H -0.1435 3.3940 -0.6046
H 2.5431 2.4485 -1.0933
H 2.0804 4.1262 -1.3010
Ge 2.2290 0.0159 0.4928
C 3.2622 1.0376 1.7500
C 4.3011 1.8803 1.3471
C 5.0693 2.5429 2.2916
C 4.8117 2.3644 3.6449
C 3.7941 1.5136 4.0581
C 3.0215 0.8547 3.1151
C 3.1853 -0.5691 -1.0861
C 3.9124 0.2559 -1.9485
C 4.6531 -0.2842 -2.9870
C 4.6857 -1.6595 -3.1794
C 3.9832 -2.4926 -2.3229
C 3.2372 -1.9493 -1.2867
H 1.5423 -1.1722 1.1815
H 4.5349 2.0043 0.2966
H 5.8782 3.1865 1.9752
H 5.4174 2.8766 4.3796
H 3.6127 1.3561 5.1125
H 2.2390 0.1806 3.4455
H 3.9196 1.3308 -1.8222
H 5.2169 0.3670 -3.6405
H 5.2706 -2.0783 -3.9866
H 4.0272 -3.5661 -2.4506
H 2.7183 -2.6126 -0.6097
C -0.0781 -5.3773 0.5132
C 0.3406 -4.0151 0.0197
O -0.8590 -3.2613 -0.2475
P -1.0143 -1.8119 -0.8897
O -2.5631 -1.8597 -1.2584
C -3.3193 -3.0415 -1.6818
C -4.3999 -3.3390 -0.6748
O -0.1984 -1.8692 -2.2827
C -0.5119 -2.6330 -3.4845
C -0.0088 -4.0533 -3.4216
H 0.8043 -5.9744 0.7407
H -0.6623 -5.9034 -0.2410
H -0.6777 -5.2897 1.4179
H 0.9188 -4.0830 -0.9023
H 0.9290 -3.4909 0.7725
H -2.6359 -3.8825 -1.7876
H -3.7356 -2.7901 -2.6571
H -3.9690 -3.6040 0.2885
H -5.0017 -4.1769 -1.0267
H -5.0566 -2.4801 -0.5460
H -0.0248 -2.0817 -4.2882
H -1.5898 -2.5904 -3.6465
H 1.0628 -4.0753 -3.2250
H -0.1836 -4.5311 -4.3858
H -0.5303 -4.6354 -2.6621
F -2.1449 -0.5671 5.2230
C -1.4868 -0.0707 4.1937
F -0.1734 -0.2262 4.3773
F -1.7197 1.2579 4.1776
C -1.9038 -0.7236 2.8400
O -1.3801 -0.0408 1.7757
C -3.4576 -0.7622 2.7390
F -3.8209 -0.9948 1.4763
F -3.9804 -1.6963 3.5177
F -3.9782 0.4217 3.0914
C -1.3851 -2.1974 2.8685
F -0.1013 -2.2204 2.4985
F -2.0778 -2.9532 2.0223
F -1.4743 -2.7376 4.0756
```

Calculated values
Lowest unoccupied orbital energy (spin up / spin down) (eV): -5.6 / -7.2
E_HOMO (spin up / spin down) (eV): -13.1 / -14.2
Charge: +2
⟨S²⟩: 2.0079
Spin multiplicity: 3
Kohn-Sham gap (spin up / spin down) (eV): 7.48 / 7.00
ΔE to the lowest compared entry with this formula, charge and spin (eV): 0.0000

Here are the Mulliken charges for atoms 1 to 99, given in e: Ti 0.397; C -1.367; C -0.367; N 1.563; C -0.897; C -0.594; N 0.030; C -0.632; C -0.705; C -0.926; N 0.215; C -0.509; C -0.983; N -0.233; C -0.141; H 0.291; H 0.623; H -0.189; H 0.601; H -0.942; H 0.373; H 0.418; H -0.014; H 0.756; H 0.213; H 0.061; H 0.771; H 0.250; H 0.437; H 0.513; H 0.355; H -0.191; H -0.204; H 0.574; H 0.649; H 0.491; H 0.023; H -0.305; H 0.574; Ge 1.108; C 0.439; C -0.153; C -0.662; C -0.678; C -0.668; C -0.202; C 0.692; C -0.034; C -0.958; C -0.759; C -0.580; C -0.123; H -0.682; H 0.222; H 0.463; H 0.418; H 0.479; H 0.471; H 0.253; H 0.471; H 0.432; H 0.542; H 0.365; C -1.603; C 0.234; O -0.423; P 0.827; O -0.095; C -0.136; C -1.260; O -0.610; C -0.229; C -1.083; H 0.443; H 0.323; H 0.292; H 0.209; H 0.129; H 0.145; H 0.379; H 0.167; H 0.501; H 0.304; H 0.429; H 0.310; H 0.203; H 0.493; H 0.187; F -0.230; C 0.202; F -0.202; F -0.325; C 1.157; O 0.826; C -0.099; F -0.021; F -0.273; F -0.269; C 0.019


Entry 3:
# C24H45CdCl6FO25S

A molecular structure, C24H45CdCl6FO25S in a non-equilibrium geometry (ωB97M-V/def2-TZVPD, the OMol25 dataset).

```
103
Properties=species:S:1:pos:R:3
Cd -1.8814 0.7243 -1.4547
S -0.6399 -0.2844 0.6452
O -1.0121 1.1525 0.3290
O 0.7795 -0.3579 0.9258
O -1.4660 -0.7696 1.7446
O -1.0649 -0.8464 -0.6698
C 2.9348 2.8246 -2.5886
O 1.8454 1.9350 -2.3108
C 0.7180 1.9814 -3.0094
O -0.2619 1.4439 -2.5725
O 0.8459 2.7598 -4.0785
C -0.0929 2.5508 -5.1414
H 3.7930 2.6303 -1.9478
H 2.5665 3.8336 -2.4190
H 3.3433 2.6984 -3.5901
H -1.0909 2.4377 -4.7157
H 0.1654 1.6307 -5.6672
H -0.0497 3.3771 -5.8431
C -3.8699 2.0979 1.4867
O -4.9515 1.2242 1.1103
C -4.9125 0.5663 -0.0149
O -3.9728 0.5543 -0.8020
O -5.9665 -0.2226 -0.0724
C -6.0541 -1.2357 -1.0525
H -3.8504 3.0237 0.9229
H -2.9532 1.5210 1.5792
H -4.0943 2.3121 2.5337
H -7.1067 -1.3422 -1.3011
H -5.7454 -2.2019 -0.6403
H -5.4218 -1.1403 -1.9345
C -4.9069 3.9743 -1.9200
O -3.7441 4.5437 -1.3197
C -2.6226 3.8494 -1.3248
O -2.5117 2.7867 -1.9028
O -1.7394 4.4709 -0.6057
C -0.3599 4.0391 -0.6179
H -5.0380 2.9807 -1.4894
H -4.7579 3.8935 -2.9965
H -5.7300 4.6320 -1.6629
H 0.0313 4.3559 -1.5813
H -0.2332 2.9729 -0.4179
H 0.1142 4.5097 0.2391
C 2.1011 2.9126 1.9546
O 2.6805 3.3941 3.1541
C 2.7010 2.6067 4.2271
O 2.4149 1.4414 4.2167
O 3.0290 3.3414 5.2579
C 3.2697 2.7301 6.5002
H 1.0523 3.1888 2.0699
H 2.2264 1.8391 1.8109
H 2.5519 3.3710 1.0768
H 3.2072 3.4942 7.2653
H 4.1823 2.1274 6.5336
H 2.5655 1.9271 6.7514
C -1.5696 -1.6025 -6.5856
O -1.6283 -0.6500 -5.5311
C -2.0000 -0.9444 -4.2901
O -2.2635 -0.1111 -3.4631
O -2.1433 -2.2267 -4.1035
C -2.6703 -2.7500 -2.8576
H -0.4950 -1.6398 -6.7895
H -2.1096 -1.3322 -7.4894
H -1.8679 -2.5985 -6.2618
H -1.7966 -2.7087 -2.2005
H -2.8569 -3.8002 -3.0487
H -3.4787 -2.1306 -2.4829
C 6.3357 -6.2392 -0.8040
O 5.2718 -5.3826 -1.0804
C 4.5199 -4.8894 -0.0867
O 4.7476 -5.0377 1.0751
O 3.5537 -4.2053 -0.6765
C 2.6941 -3.3406 0.0530
H 7.0071 -5.7972 -0.0630
H 6.9828 -6.3851 -1.6722
H 6.0021 -7.2469 -0.5465
H 2.7850 -3.5742 1.1141
H 1.6686 -3.5291 -0.2492
H 2.8383 -2.2789 -0.1222
C 0.6572 -2.6939 3.3182
C 1.3625 -1.4318 3.8379
O 2.7124 -1.8547 3.9565
C 2.7879 -3.1819 3.7949
O 3.8090 -3.7845 3.7464
O 1.5656 -3.7436 3.5612
F 0.8419 -1.1927 5.0915
H 0.6093 -2.5126 2.2401
H -0.3003 -2.8292 3.8092
H 1.1566 -0.5626 3.2213
C -0.8931 1.5746 4.1777
Cl -1.0805 3.3256 3.8328
Cl -1.1470 1.2154 5.9005
H -1.5858 0.9864 3.5860
H 0.1309 1.3497 3.8994
C 4.1511 -0.0242 0.4892
Cl 5.3344 -1.2871 0.0764
Cl 5.0088 1.4743 0.8677
H 3.5197 0.1750 -0.3748
H 3.4443 -0.3280 1.2586
C -2.5441 -3.5919 0.7364
Cl -3.8576 -4.5010 -0.0778
Cl -0.9600 -4.2390 0.3644
H -2.6084 -2.5749 0.3655
H -2.6586 -3.6279 1.8131
```

Calculated values
Lowest unoccupied orbital energy (eV): -0.1
E_HOMO (eV): -9.2
Kohn-Sham gap (eV): 9.08

Here are the Mulliken charges for atoms 1 to 99, given in e: Cd 6.784; S -0.205; O -1.058; O -0.608; O -0.678; O -1.441; C -0.770; O -0.078; C 0.025; O -1.214; O -0.424; C -0.629; H 0.190; H 0.325; H 0.314; H 0.200; H 0.279; H 0.287; C -0.130; O -0.456; C 0.630; O -0.870; O -0.419; C -0.576; H 0.201; H -0.163; H 0.342; H 0.359; H 0.216; H 0.191; C -0.273; O -0.405; C 0.552; O -0.441; O -0.364; C -0.141; H -0.059; H 0.271; H 0.247; H 0.333; H -0.193; H 0.292; C 0.317; O -0.451; C 0.690; O -0.387; O -0.378; C -0.703; H -0.225; H -0.087; H 0.380; H 0.278; H 0.310; H 0.277; C -0.793; O -0.338; C 0.573; O -0.590; O -0.419; C -0.176; H 0.296; H 0.269; H 0.337; H 0.140; H 0.324; H -0.055; C -0.678; O -0.379; C 0.758; O -0.501; O -0.369; C 0.045; H 0.305; H 0.241; H 0.289; H 0.278; H 0.051; H -0.110; C 0.355; C 1.593; O -0.325; C 0.417; O -0.518; O -0.378; F -0.372; H -0.371; H 0.390; H -0.711; C 1.472; Cl -0.223; Cl -0.183; H -0.218; H -0.913; C 0.889; Cl -0.172; Cl -0.186; H -0.078; H -0.379; C 0.537


Entry 4:
# C4H8FN

A single C4H8FN molecule in a non-equilibrium geometry (ωB97M-V/def2-TZVPD, the OMol25 dataset).

```
14
Properties=species:S:1:pos:R:3
C -1.9323 -0.1685 -0.3738
C -0.5330 0.3093 -0.4877
N -0.1157 1.1609 0.6030
C 0.4120 -0.1759 0.5444
C 1.8434 -0.4299 0.2252
F 2.2630 0.4411 -0.7569
H -2.0419 -1.2424 -0.5950
H -2.7166 0.4336 -0.9902
H -2.2299 -0.0633 0.6771
H -0.1220 0.4793 -1.4134
H 0.6456 1.8219 0.4340
H 0.0249 -0.8259 1.2399
H 2.0072 -1.4564 -0.1632
H 2.4953 -0.2837 1.0566
```

Calculated values
Lowest unoccupied orbital energy (eV): 1.1
SMILES: C[C@H]1N[C@@H]1CF
E_HOMO (eV): -9.4
Kohn-Sham gap (eV): 10.55
ΔE to the lowest compared entry with this formula, charge and spin (eV): 1.1397

natural (NBO) charges in e: C -0.618; C -0.083; N -0.590; C -0.128; C 0.052; F -0.372; H 0.211; H 0.213; H 0.223; H 0.203; H 0.365; H 0.191; H 0.168; H 0.165